Molecular formula: C154H88O22
Method: DFT, ωB97M-V/def2-TZVPD

Each atom is followed by the atoms it is bonded to, with distances in Å.
Geometry (Å):
1 C -5.2127 1.5655 -8.8523  C24 1.498, C143 1.391, C151 1.405
2 H -4.7814 -1.4560 7.8556  C167 1.119
3 H 7.1932 -3.6500 -1.2697  C49 1.083
4 C -3.1504 1.2103 5.3066  C90 1.341, C211 1.392, H214 1.046
5 C 6.6970 -0.5238 2.9850  C99 1.490, C232 1.521, O233 1.189
6 H 6.3737 -5.5701 5.4834  C50 1.094
7 C 4.9667 -2.1738 6.5473  H80 1.129, C177 1.408, C222 1.415
8 H 3.7188 7.0087 1.0824  C40 1.094
9 C 1.7549 7.6417 1.7317  C40 1.414, C55 1.441, C248 1.431
10 H 1.4475 1.7858 0.5294  C174 1.065
11 C -1.5698 2.5374 1.7317  H72 1.069, C180 1.352, C242 1.369
12 H -1.0114 4.3179 -2.7817  C199 1.049
13 O -3.8212 -5.1892 5.0509  C190 1.162
14 C -7.4272 -0.3269 -0.8843  C103 1.408, C145 1.404, H175 1.097
15 H -2.1537 10.2492 3.1117  C221 1.097
16 H 2.6838 11.4745 2.7454  C93 1.086
17 H -2.4618 -0.9457 -6.2358  C141 1.063
18 C -6.0695 -0.9608 6.1526  C164 1.366, C167 1.428, H220 1.101
19 C -0.6056 8.1965 2.3095  C55 1.431, O59 1.197, C240 1.462
20 C 2.1959 4.1067 -3.6712  C121 1.391, C150 1.493, C198 1.411
21 C -1.7534 0.4040 0.6556  H124 1.088, C135 1.373, C180 1.378
22 H -3.6731 -6.4972 3.1198  C63 1.087
23 H -4.2097 3.0056 5.5736  C211 1.055
24 C -5.4447 0.1397 -9.2472  C1 1.498, O66 1.202, C212 1.478
25 C -3.5916 0.0260 3.3581  C90 1.398, C182 1.455, C227 1.370
26 O -1.4471 -2.7022 -5.0293  C239 1.204
27 C 0.0278 5.9567 1.5643  C55 1.374, C98 1.410, H179 1.055
28 C 2.2879 2.4526 -1.2676  C42 1.464, C46 1.413, C174 1.391
29 H 2.6927 2.8802 7.3491  C238 1.052
30 H -7.8565 0.6852 0.9226  C103 1.042
31 C -2.5302 -2.1382 -2.1062  H201 1.057, C205 1.381, C245 1.355
32 C -4.4438 -6.1261 1.0295  C63 1.435, H163 1.079, C234 1.389
33 O 1.5443 -0.9008 2.8564  C244 1.221
34 H -5.7698 5.1576 2.0564  C45 1.083
35 H -2.5105 1.1462 -7.7180  C70 1.096
36 O 4.5155 3.5879 -3.8169  C150 1.256
37 C -3.5859 6.1018 -0.3559  C136 1.415, H200 1.069, C254 1.428
38 H -0.4072 2.0772 -8.4529  C249 1.100
39 C -4.8367 2.0155 3.8218  H104 1.039, C211 1.354, C227 1.408
40 C 2.6711 6.7114 1.1901  H8 1.094, C9 1.414, C258 1.412
41 H -1.1000 1.1527 -3.2735  C217 1.060
42 C 0.9924 2.8421 -1.8266  C28 1.464, O139 1.205, C198 1.452
43 H 9.7844 -8.2025 5.4733  C58 1.072
44 C -1.1539 -4.1866 2.4629  C69 1.382, H142 1.140, C224 1.399
45 C -5.1950 5.0817 1.1420  H34 1.083, C210 1.345, C254 1.386
46 C 3.5100 2.6569 -1.9469  C28 1.413, C106 1.365, C150 1.468
47 C -0.0966 5.3265 -4.4252  C170 1.355, H173 1.109, C199 1.409
48 C -6.9198 1.2952 -7.0107  C97 1.451, C151 1.479, O171 1.170
49 C 7.0844 -2.9863 -0.4211  H3 1.083, C110 1.413, C148 1.380
50 C 6.9998 -6.2739 4.9264  H6 1.094, C204 1.439, C260 1.395
51 C -0.1266 0.7803 2.3197  C135 1.406, C242 1.357, C244 1.529
52 C -4.5301 -2.8389 6.2000  C167 1.368, H202 1.071, C246 1.384
53 H 11.9962 -9.4184 1.2090  C134 1.113
54 C -7.2260 -2.8483 -7.8307  C105 1.397, C137 1.389, H263 1.081
55 C 0.3758 7.2486 1.8773  C9 1.441, C19 1.431, C27 1.374
56 C -5.0176 4.2473 -8.2695  C78 1.400, C123 1.395, H125 1.079
57 H 3.5724 -3.5462 0.9632  C189 1.121
58 C 9.0111 -7.6444 4.9831  H43 1.072, C107 1.402, C204 1.363
59 O -1.7671 7.9189 2.2293  C19 1.197
60 H -6.0605 -2.4442 -9.6112  C137 1.076
61 C -2.9217 0.0104 -2.9838  H109 1.096, C217 1.460, C245 1.410
62 H 0.7987 3.8466 5.8335  C87 1.093
63 C -4.1692 -5.8420 2.4087  H22 1.087, C32 1.435, C128 1.389
64 H -3.6403 1.8193 -10.2507  C143 1.088
65 H 3.6012 0.6925 6.8773  C129 1.111
66 O -4.8472 -0.3873 -10.1466  C24 1.202
67 C -7.6437 -0.9213 -6.3740  C97 1.362, C105 1.387, H138 1.063
68 C -5.7391 -3.9969 2.3236  C85 1.414, C128 1.387, C229 1.521
69 C -2.0449 -3.2536 1.9663  C44 1.382, C197 1.474, H264 1.124
70 C -1.5950 0.6525 -7.3718  H35 1.096, C141 1.407, C249 1.416
71 C -5.9590 -2.4729 4.3179  C164 1.422, C229 1.476, C246 1.336
72 H -1.9380 3.5259 1.9059  C11 1.069
73 H 1.0027 13.0849 3.5084  C228 1.069
74 C 3.2229 -2.2573 -4.1493  C187 1.388, H188 1.075, C219 1.392
75 H -5.5247 0.9613 -3.4593  C96 1.094
76 H 0.9838 6.2921 -5.9713  C170 1.085
77 C 1.5081 0.9462 4.2450  C152 1.383, C213 1.384, C244 1.453
78 C -5.8536 3.4394 -7.4897  C56 1.400, C151 1.373, H250 1.066
79 C 2.1297 -4.1866 -3.2601  C155 1.409, H178 1.090, C187 1.403
80 H 4.5697 -2.5022 7.5517  C7 1.129
81 C 1.0279 -2.5305 -0.9561  C132 1.479, C247 1.382, C252 1.378
82 H 8.1888 -7.1865 -1.2254  C236 1.092
83 H -5.5860 -5.4117 -0.7037  C234 1.097
84 O -7.3380 -2.2654 2.4116  C229 1.186
85 C -5.9210 -4.2665 0.9476  C68 1.414, H169 1.070, C234 1.325
86 H -4.4568 -1.4788 -2.6951  C245 1.069
87 C 1.3781 2.9541 5.5831  H62 1.093, C152 1.349, C238 1.426
88 C 10.0269 -8.3930 1.3435  C118 1.370, C134 1.428, C184 1.504
89 O -1.1450 -0.7337 5.9525  C251 1.186
90 C -2.9151 0.1082 4.5789  C4 1.341, C25 1.398, C251 1.492
91 H 2.8618 -0.5551 4.8202  C213 1.110
92 C -0.6763 -0.7969 -2.4794  C205 1.356, C217 1.384, C243 1.480
93 C 1.6445 11.1816 2.8626  H16 1.086, C228 1.373, C235 1.362
94 C -6.0260 1.9680 -1.6401  C96 1.375, C115 1.410, C241 1.517
95 O 4.7244 -4.1235 2.8179  C253 1.198
96 C -6.0633 0.9033 -2.5088  H75 1.094, C94 1.375, C145 1.409
97 C -6.9347 -0.1383 -7.2331  C48 1.451, C67 1.362, C212 1.397
98 C 0.9377 5.0047 1.0610  C27 1.410, H149 1.095, C258 1.398
99 C 6.0391 -1.0883 4.1966  C5 1.490, C185 1.444, C231 1.441
100 H 3.1165 5.1581 -5.3967  C121 1.103
101 H 4.5981 -1.4500 0.0468  C119 1.100
102 H -7.2509 -0.6888 4.3534  C164 1.111
103 C -7.4335 0.7868 -0.0237  C14 1.408, H30 1.042, C115 1.386
104 H -5.5048 2.7610 3.5421  C39 1.039
105 C -7.7619 -2.2693 -6.6777  C54 1.397, C67 1.387, H223 1.098
106 C 4.6969 2.3491 -1.3466  C46 1.365, C195 1.409, H259 1.081
107 C 8.9491 -7.6626 3.5828  C58 1.402, C165 1.413, C184 1.498
108 C -0.6111 11.7505 3.4267  H183 1.054, C221 1.378, C228 1.361
109 H -3.4883 0.8726 -3.3531  C61 1.096
110 C 6.3928 -3.4783 0.7083  C49 1.413, C113 1.340, H255 1.103
111 H -5.0422 0.7538 2.0651  C227 1.049
112 H 7.7905 -7.1072 6.6554  C204 1.032
113 C 6.2321 -2.6962 1.7845  C110 1.340, C232 1.419, C253 1.507
114 H 3.0553 4.6386 0.6831  C258 1.104
115 C -6.8044 1.9406 -0.4642  C94 1.410, C103 1.386, C127 1.538
116 H -2.9835 2.0315 0.2948  C180 1.057
117 O -0.8122 -4.0364 -0.9935  C132 1.212
118 C 8.9729 -7.8589 0.6507  C88 1.370, C159 1.505, C236 1.407
119 C 3.5726 -1.7192 -0.2449  H101 1.100, C146 1.383, C189 1.368
120 O 3.3443 9.2358 2.1515  C248 1.187
121 C 2.2231 4.9321 -4.7910  C20 1.391, H100 1.103, C170 1.417
122 C 0.8222 0.8076 -7.1843  H126 1.078, C153 1.397, C249 1.378
123 C -4.2242 3.6661 -9.2587  C56 1.395, C143 1.364, H196 1.066
124 H -2.2641 -0.2269 -0.0691  C21 1.088
125 H -4.7552 5.2905 -8.1887  C56 1.079
126 H 1.7312 1.2869 -7.5105  C122 1.078
127 C -6.6290 3.1443 0.4772  C115 1.538, C210 1.514, O226 1.208
128 C -4.8038 -4.7608 3.0062  C63 1.389, C68 1.387, C190 1.445
129 C 2.9334 1.2050 6.1527  H65 1.111, C213 1.376, C238 1.376
130 O 6.9380 -6.7130 0.7417  C159 1.216
131 H 10.0150 -8.4291 -2.4909  C176 1.079
132 C -0.3350 -2.9724 -1.3231  C81 1.479, O117 1.212, C205 1.467
133 H 0.0441 -2.6281 5.2974  C225 1.119
134 C 11.1540 -8.9405 0.6594  H53 1.113, C88 1.428, C206 1.347
135 C -0.6425 -0.0592 1.3164  C21 1.373, C51 1.406, H160 1.109
136 C -3.9496 5.1503 -1.3385  C37 1.415, C162 1.405, H230 1.092
137 C -6.4673 -2.0648 -8.6903  C54 1.389, H60 1.076, C212 1.441
138 H -8.1769 -0.5128 -5.5502  C67 1.063
139 O -0.0625 2.4462 -1.4000  C42 1.205
140 C 7.3921 -0.8441 0.6785  C148 1.414, H156 1.121, C232 1.338
141 C -1.5731 -0.3976 -6.4358  H17 1.063, C70 1.407, C157 1.419
142 H -0.9897 -5.1715 1.9121  C44 1.140
143 C -4.3174 2.3436 -9.5787  C1 1.391, H64 1.088, C123 1.364
144 H 11.8273 -9.3558 -1.2869  C206 1.049
145 C -6.6885 -0.2831 -2.0773  C14 1.404, C96 1.409, H191 1.123
146 C 2.8539 -0.9658 -1.1557  C119 1.383, H186 1.082, C252 1.391
147 O -4.9336 3.3555 -3.2059  C241 1.203
148 C 7.5327 -1.6817 -0.4521  C49 1.380, C140 1.414, H168 1.072
149 H 0.5508 4.0587 0.6674  C98 1.095
150 C 3.4367 3.4274 -3.1947  C20 1.493, O36 1.256, C46 1.468
151 C -6.0014 2.1171 -7.8284  C1 1.405, C48 1.479, C78 1.373
152 C 0.9847 2.1920 4.5419  C77 1.383, C87 1.349, C166 1.509
153 C 0.8292 -0.2500 -6.2719  C122 1.397, C157 1.362, C192 1.464
154 H 6.1997 -5.7103 2.9737  C260 1.112
155 C 0.9119 -3.8213 -3.8673  C79 1.409, H158 1.049, C203 1.437
156 H 7.8246 0.1896 0.6494  C140 1.121
157 C -0.3366 -0.8579 -5.9149  C141 1.419, C153 1.362, C239 1.470
158 H 0.0523 -4.4229 -3.8827  C155 1.049
159 C 7.8771 -7.1370 1.3872  C118 1.505, O130 1.216, C165 1.480
160 H -0.2245 -1.0839 1.2379  C135 1.109
161 H 5.5433 -0.2868 7.4623  C177 1.083
162 C -4.9248 4.1876 -1.0289  C136 1.405, C210 1.393, C241 1.459
163 H -3.9650 -6.9402 0.5083  C32 1.079
164 C -6.5444 -1.3280 4.9251  C18 1.366, C71 1.422, H102 1.111
165 C 7.9368 -6.9933 2.8592  C107 1.413, C159 1.480, C260 1.378
166 C -0.1292 2.8064 3.7309  C152 1.509, C242 1.487, O262 1.240
167 C -5.0808 -1.7489 6.8175  H2 1.119, C18 1.428, C52 1.368
168 H 7.9562 -1.2763 -1.3497  C148 1.072
169 H -6.5777 -3.6021 0.4251  C85 1.070
170 C 1.0296 5.6220 -5.1189  C47 1.355, H76 1.085, C121 1.417
171 O -7.5160 1.7150 -6.0956  C48 1.170
172 H -4.0168 6.6824 1.7929  C254 1.104
173 H -1.0558 5.8342 -4.6557  C47 1.109
174 C 2.3721 1.9427 0.0240  H10 1.065, C28 1.391, C257 1.406
175 H -7.9797 -1.2147 -0.5517  C14 1.097
176 C 10.0178 -8.4136 -1.4116  H131 1.079, C206 1.387, C236 1.390
177 C 5.5993 -0.9169 6.5827  C7 1.408, H161 1.083, C185 1.406
178 H 2.1214 -5.1187 -2.6958  C79 1.090
179 H -0.9828 5.6824 1.6933  C27 1.055
180 C -2.0903 1.7349 0.7758  C11 1.352, C21 1.378, H116 1.057
181 H 1.3890 -4.2731 0.2291  C247 1.093
182 C -3.4098 -1.1464 2.5160  C25 1.455, C197 1.491, O218 1.208
183 H -1.3475 12.4860 3.5936  C108 1.054
184 C 10.0640 -8.3401 2.8461  C88 1.504, C107 1.498, O215 1.208
185 C 6.1211 -0.3245 5.4191  C99 1.444, C177 1.406, H193 1.028
186 H 3.3590 -0.1564 -1.6652  C146 1.082
187 C 3.2642 -3.3630 -3.3105  C74 1.388, C79 1.403, H237 1.092
188 H 4.1689 -1.7590 -4.2615  C74 1.075
189 C 3.0754 -2.9227 0.1758  H57 1.121, C119 1.368, C247 1.373
190 C -4.4775 -4.4947 4.3890  O13 1.162, C128 1.445, C246 1.527
191 H -6.7160 -1.1952 -2.7319  C145 1.123
192 C 2.1117 -0.7140 -5.7387  C153 1.464, C219 1.496, O261 1.201
193 H 6.5312 0.6164 5.3652  C185 1.028
194 C -1.6057 -1.9935 4.0979  C197 1.440, C225 1.415, C251 1.483
195 C 4.7518 1.8956 -0.0135  C106 1.409, H256 1.100, C257 1.360
196 H -3.6574 4.3663 -9.8294  C123 1.066
197 C -2.3528 -2.1349 2.8753  C69 1.474, C182 1.491, C194 1.440
198 C 1.0401 3.7882 -2.9276  C20 1.411, C42 1.452, C199 1.395
199 C -0.1131 4.4808 -3.2981  H12 1.049, C47 1.409, C198 1.395
200 H -2.8884 6.9051 -0.4645  C37 1.069
201 H -2.9094 -3.0245 -1.6718  C31 1.057
202 H -3.7727 -3.4894 6.5869  C52 1.071
203 C 0.9003 -2.6344 -4.6773  C155 1.437, C219 1.390, C239 1.481
204 C 7.9722 -7.0574 5.6412  C50 1.439, C58 1.363, H112 1.032
205 C -1.1672 -1.9574 -1.9788  C31 1.381, C92 1.356, C132 1.467
206 C 11.0781 -8.9355 -0.6856  C134 1.347, H144 1.049, C176 1.387
207 H 4.3152 -3.8523 5.3286  C222 1.072
208 H 0.4081 -4.7090 3.8362  C224 1.052
209 H 3.6350 1.2015 1.6358  C257 1.083
210 C -5.5678 4.1897 0.2066  C45 1.345, C127 1.514, C162 1.393
211 C -4.1102 2.1555 4.9560  C4 1.392, H23 1.055, C39 1.354
212 C -6.3110 -0.6696 -8.3644  C24 1.478, C97 1.397, C137 1.441
213 C 2.5039 0.4636 5.0764  C77 1.384, H91 1.110, C129 1.376
214 H -2.5249 1.3778 6.1282  C4 1.046
215 O 11.0707 -8.6329 3.4461  C184 1.208
216 O 1.3409 0.2210 -3.1847  C243 1.216
217 C -1.4734 0.1914 -3.0299  H41 1.060, C61 1.460, C92 1.384
218 O -4.0562 -1.3736 1.5208  C182 1.208
219 C 2.0906 -1.9514 -4.8986  C74 1.392, C192 1.496, C203 1.390
220 H -6.5059 -0.0344 6.5581  C18 1.101
221 C -1.0837 10.4761 3.1970  H15 1.097, C108 1.378, C240 1.424
222 C 4.7961 -2.8945 5.3417  C7 1.415, H207 1.072, C231 1.398
223 H -8.1917 -2.9641 -5.9435  C105 1.098
224 C -0.3665 -4.0349 3.6092  C44 1.399, H208 1.052, C225 1.396
225 C -0.5411 -2.8823 4.3777  H133 1.119, C194 1.415, C224 1.396
226 O -7.2728 3.1793 1.4988  C127 1.208
227 C -4.5641 0.9164 2.9846  C25 1.370, C39 1.408, H111 1.049
228 C 0.7045 12.0782 3.3079  H73 1.069, C93 1.373, C108 1.361
229 C -6.4441 -2.8126 2.9663  C68 1.521, C71 1.476, O84 1.186
230 H -3.6311 5.1270 -2.3826  C136 1.092
231 C 5.4369 -2.3972 4.2027  C99 1.441, C222 1.398, C253 1.453
232 C 6.8125 -1.4020 1.7480  C5 1.521, C113 1.419, C140 1.338
233 O 7.0153 0.6199 2.9271  C5 1.189
234 C -5.3240 -5.2900 0.3548  C32 1.389, H83 1.097, C85 1.325
235 C 1.2185 9.9081 2.6378  C93 1.362, C240 1.439, C248 1.464
236 C 8.9489 -7.8143 -0.7554  H82 1.092, C118 1.407, C176 1.390
237 H 4.2100 -3.6499 -2.8467  C187 1.092
238 C 2.3376 2.4010 6.4821  H29 1.052, C87 1.426, C129 1.376
239 C -0.4000 -2.1248 -5.1712  O26 1.204, C157 1.470, C203 1.481
240 C -0.1361 9.4717 2.8478  C19 1.462, C221 1.424, C235 1.439
241 C -5.2653 3.2117 -2.0581  C94 1.517, O147 1.203, C162 1.459
242 C -0.6399 2.0078 2.5859  C11 1.369, C51 1.357, C166 1.487
243 C 0.7847 -0.5620 -2.4390  C92 1.480, O216 1.216, C252 1.484
244 C 1.0678 0.2012 3.0783  O33 1.221, C51 1.529, C77 1.453
245 C -3.4071 -1.2774 -2.6783  C31 1.355, C61 1.410, H86 1.069
246 C -5.0505 -3.2036 4.9700  C52 1.384, C71 1.336, C190 1.527
247 C 1.8015 -3.3284 -0.1351  C81 1.382, H181 1.093, C189 1.373
248 C 2.2044 8.9111 2.2159  C9 1.431, O120 1.187, C235 1.464
249 C -0.3672 1.2766 -7.6990  H38 1.100, C70 1.416, C122 1.378
250 H -6.4065 3.8337 -6.6682  C78 1.066
251 C -1.8492 -0.8455 5.0053  O89 1.186, C90 1.492, C194 1.483
252 C 1.5456 -1.3471 -1.4354  C81 1.378, C146 1.391, C243 1.484
253 C 5.3802 -3.1295 2.9494  O95 1.198, C113 1.507, C231 1.453
254 C -4.1724 5.9956 0.9421  C37 1.428, C45 1.386, H172 1.104
255 H 6.0058 -4.4998 0.5581  C110 1.103
256 H 5.6687 1.7726 0.5819  C195 1.100
257 C 3.5917 1.5822 0.6224  C174 1.406, C195 1.360, H209 1.083
258 C 2.2746 5.3849 0.9126  C40 1.412, C98 1.398, H114 1.104
259 H 5.5773 2.5834 -1.9289  C106 1.081
260 C 7.0140 -6.2216 3.5324  C50 1.395, H154 1.112, C165 1.378
261 O 3.1456 -0.1205 -5.8847  C192 1.201
262 O -0.6405 3.8977 4.0225  C166 1.240
263 H -7.2261 -3.8553 -8.2228  C54 1.081
264 H -2.5750 -3.4243 0.9902  C69 1.124

LUMO energy   -1.25 eV
Energy above the lowest of the compared OMol25 structures with the same formula, charge and spin   0.0000 eV
SMILES string   O=C1c2ccccc2C(=O)c2ccccc21.O=C1c2ccccc2C(=O)c2ccccc21.O=C1c2ccccc2C(=O)c2ccccc21.O=C1c2ccccc2C(=O)c2ccccc21.O=C1c2ccccc2C(=O)c2ccccc21.O=C1c2ccccc2C(=O)c2ccccc21.O=C1c2ccccc2C(=O)c2ccccc21.O=C1c2ccccc2C(=O)c2ccccc21.O=C1c2ccccc2C(=O)c2ccccc21.O=C1c2ccccc2C(=O)c2ccccc21.O=C1c2ccccc2C(=O)c2ccccc21
Spin multiplicity   1
Max |F|   4.7 eV/A
Frontier orbital gap   7.78 eV